{
  "formula": "C40H71Mg2O26S8",
  "method": "ωB97M-V/def2-TZVPD",
  "charge": -1,
  "e_tot_ha": -7108.717128,
  "lumo_ev": 0.75,
  "gap_ev": 4.880,
  "multiplicity": 1,
  "homo_ev": -4.130,
  "molar_mass_da": 1273.1,
  "elements": ["Mg", "Mg", "C", "C", "C", "O", "C", "C", "C", "O", "O", "O", "H", "H", "C", "C", "C", "O", "C", "C", "C", "O", "O", "O", "H", "H", "O", "H", "C", "C", "C", "O", "C", "O", "O", "H", "H", "H", "H", "H", "H", "C", "C", "C", "O", "C", "O", "O", "H", "H", "H", "H", "H", "H", "C", "C", "C", "O", "C", "O", "O", "H", "H", "H", "H", "H", "H", "C", "S", "O", "C", "H", "H", "H", "H", "H", "H", "C", "S", "O", "C", "H", "H", "H", "H", "H", "H", "C", "S", "O", "C", "H", "H", "H", "H", "H", "H", "C", "S", "O", "C", "H", "H", "H", "H", "H", "H", "C", "S", "O", "C", "H", "H", "H", "H", "H", "H", "C", "S", "O", "C", "H", "H", "H", "H", "H", "H", "C", "S", "O", "C", "H", "H", "H", "H", "H", "H", "C", "S", "O", "C", "H", "H", "H", "H", "H", "H"],
  "xyz": [[2.27334, 2.73780, 3.66960], [-2.86744, -0.23121, -1.55889], [0.01833, 2.00871, 0.35271], [1.14003, 1.53932, 1.02267], [1.42413, 0.04658, 1.01038], [2.42990, -0.41623, 1.60338], [0.57853, -0.83330, 0.34021], [-0.55430, -0.38974, -0.33883], [-0.91134, 1.08510, -0.19935], [-2.10210, 1.24091, -0.53717], [-1.30008, -1.09596, -1.06691], [1.83461, 2.36033, 1.68237], [-0.19519, 3.06464, 0.25354], [0.79169, -1.89362, 0.33510], [-2.89133, -2.85563, -4.81712], [-3.00025, -1.79994, -3.96494], [-2.28726, -0.50446, -4.29315], [-2.29894, 0.49031, -3.46017], [-1.51805, -0.38382, -5.43255], [-1.42458, -1.43070, -6.38326], [-2.29396, -2.70172, -6.14149], [-2.56053, -3.43699, -7.07111], [-0.67107, -1.45745, -7.35206], [-3.55886, -1.95166, -2.79197], [-3.41021, -3.76721, -4.54585], [-1.10553, 0.56921, -5.73516], [3.80367, 3.78129, 3.38498], [4.35456, 4.43616, 3.79794], [4.99860, -4.60925, 1.70959], [4.49340, -4.29217, 0.30407], [3.85152, -2.89273, 0.19255], [4.04634, -2.63852, -1.20448], [5.21613, -3.21491, -1.54417], [5.91551, -2.89438, -2.44608], [5.53315, -4.22337, -0.67803], [4.07561, -4.82966, 2.25135], [5.51195, -3.78124, 2.19827], [5.66736, -5.46817, 1.72454], [3.77534, -5.06533, 0.02155], [4.06714, -2.15831, 0.96182], [2.79925, -3.19258, 0.23222], [0.49264, -3.76949, -1.79861], [-0.43552, -4.49930, -2.76052], [0.38623, -5.25826, -3.83085], [-0.19867, -6.54479, -3.88145], [-1.01860, -6.70670, -2.81258], [-1.59901, -7.70915, -2.55579], [-1.11064, -5.56993, -2.11035], [1.41054, -4.29075, -1.51226], [-0.08253, -3.48019, -0.91922], [0.84227, -2.83197, -2.23805], [-0.99732, -3.71501, -3.27023], [1.44724, -5.22410, -3.56686], [0.34543, -4.75852, -4.79876], [-1.44214, 4.19288, -2.51289], [-2.93524, 3.90743, -2.44985], [-3.57751, 4.06543, -1.05018], [-4.78324, 4.77527, -1.45112], [-4.78037, 5.15447, -2.73333], [-5.67085, 5.78553, -3.23093], [-3.60325, 4.86909, -3.30869], [-1.12914, 5.00496, -1.84869], [-1.02318, 4.44314, -3.48488], [-0.94149, 3.29342, -2.14236], [-3.14498, 2.93180, -2.89210], [-3.02265, 4.80164, -0.46716], [-3.72373, 3.10346, -0.57297], [1.54195, 6.89617, 3.28886], [0.60060, 5.41470, 2.83256], [1.15331, 4.28959, 3.64562], [-0.92724, 5.92486, 3.61792], [2.45459, 6.86505, 2.69618], [1.85619, 6.67713, 4.31443], [1.00402, 7.83651, 3.25966], [-1.70195, 5.18913, 3.42555], [-1.24274, 6.95132, 3.44426], [-0.70784, 5.93950, 4.69347], [1.91426, 0.57306, -2.85072], [3.76556, 0.55180, -2.97085], [4.05631, 1.64681, -3.95068], [3.96217, 1.44879, -1.37853], [1.57213, -0.12069, -2.08583], [1.60120, 0.30383, -3.86087], [1.53627, 1.58454, -2.70738], [3.55603, 0.81418, -0.57866], [3.37731, 2.36229, -1.32448], [5.01944, 1.54566, -1.14028], [0.88417, -3.35765, 2.45532], [-0.34762, -4.30441, 3.39601], [-1.68337, -4.19039, 2.73339], [0.34269, -5.92692, 2.90810], [0.84712, -3.51237, 1.37264], [1.86303, -3.78210, 2.69878], [0.93597, -2.28646, 2.64353], [-0.38926, -6.20646, 2.14545], [0.28024, -6.61552, 3.74737], [1.32823, -5.96790, 2.45287], [-1.20963, 0.00020, 3.21576], [-0.57391, 1.00408, 4.58921], [0.63093, 1.67236, 3.95562], [-1.79808, 2.27440, 4.62079], [-0.39464, -0.65040, 2.90137], [-1.38400, 0.60589, 2.32105], [-2.13367, -0.48257, 3.52629], [-1.53766, 3.01261, 3.85106], [-1.81736, 2.71650, 5.61027], [-2.75799, 2.06090, 4.13705], [3.81856, -0.22443, 6.18419], [4.47212, 0.40762, 4.61545], [3.40179, 1.21891, 3.96934], [4.48047, -1.15017, 3.64128], [2.75563, -0.45898, 6.13235], [3.97069, 0.45423, 7.02267], [4.41431, -1.11018, 6.41569], [5.29139, -1.03988, 2.92025], [3.53380, -1.11013, 3.09659], [4.72455, -2.02389, 4.24076], [3.69737, 5.07218, 0.44025], [3.95485, 5.82840, -1.18607], [3.59913, 7.27469, -0.92448], [2.53781, 5.15677, -2.06821], [3.66204, 3.98655, 0.51597], [2.71934, 5.40771, 0.79558], [4.44492, 5.53638, 1.07784], [2.89204, 4.80963, -3.04067], [1.87495, 5.99207, -2.28829], [2.02756, 4.35893, -1.53221], [-2.39090, -2.83375, 1.36432], [-4.00318, -2.07127, 1.03769], [-3.75525, -1.02228, 0.00163], [-4.77095, -3.48581, 0.21233], [-2.54445, -3.88279, 1.62966], [-2.00803, -2.41224, 2.29410], [-1.66273, -2.73748, 0.56477], [-4.77684, -4.26751, 0.97276], [-4.26097, -3.77599, -0.70986], [-5.79253, -3.31600, -0.13196], [-6.77926, 0.79886, -0.45115], [-6.05002, 1.02846, -2.09011], [-4.57534, 0.83212, -1.93614], [-6.61513, -0.59332, -2.74341], [-6.45142, -0.09095, 0.07690], [-7.86153, 0.84617, -0.60235], [-6.56744, 1.68899, 0.14456], [-7.70229, -0.57227, -2.86044], [-6.37295, -1.38160, -2.03354], [-6.16220, -0.81619, -3.70564]],
  "forces_ev_per_angstrom": [[0.8704, 0.0726, -1.6647], [-2.2560, -0.2943, -2.7355], [-1.5298, -0.8100, -1.2714], [0.0689, 1.7290, 0.5663], [1.3676, -1.2010, 0.7686], [-0.3458, 0.8054, -0.0572], [-1.2300, -0.2409, -0.6135], [1.3317, -0.4464, -0.1046], [0.2198, -0.5513, 0.2600], [0.1682, 2.2365, 0.3367], [2.0651, -0.4090, 1.0295], [0.3563, -1.0638, -0.4394], [0.0269, 0.0849, 0.3993], [0.2513, 0.2829, -0.1579], [0.2776, 0.0717, -0.9228], [0.2484, -0.9709, 1.6435], [1.0494, 1.7391, 0.0070], [-0.6614, -1.2468, 0.7084], [-0.7774, -0.2569, -0.5140], [0.4462, -0.9647, -0.2502], [-1.1108, 0.5204, 0.6898], [0.3910, -0.4879, -0.3395], [-0.1089, 0.2851, -0.0409], [0.4272, 1.5330, -0.3249], [-0.0061, -0.1020, -0.2029], [0.2632, 0.0572, 0.3976], [0.3307, 0.4090, 0.1703], [0.1141, 0.1495, 0.1173], [-0.2610, 0.0194, -0.5084], [0.9923, 0.7459, 0.8815], [-2.1780, -3.0231, -0.6710], [0.6028, 0.9720, 0.6973], [0.9271, -0.1106, -0.2033], [-0.2377, -0.1024, -0.1965], [-0.2692, 0.1815, 0.1196], [0.2434, -0.1430, 0.4197], [-0.0394, 0.1321, -0.1869], [-0.1796, -0.1381, -0.0271], [0.0669, 0.0079, -0.2715], [0.4904, 0.4678, -0.6043], [-0.2068, 1.0375, 0.4547], [-0.1887, 0.4089, 0.2669], [2.5037, 0.3049, -0.5868], [0.0440, 1.3791, -0.2112], [0.1621, -0.3072, 0.3015], [0.1090, 0.3168, -0.7344], [-0.0274, -0.3851, 0.2081], [-0.6743, 0.5245, 0.3460], [-0.2306, -0.4871, 0.0290], [0.0586, -0.0152, 0.0827], [-0.2104, 0.0067, -0.1623], [-1.2259, -0.5707, 0.3949], [0.0001, -0.8345, 0.1820], [-0.4097, -0.2804, -0.1250], [0.3693, -0.3933, 0.8494], [1.3126, -0.0742, -0.6952], [0.2019, 1.3545, -2.2472], [-0.8593, -1.0349, 1.3389], [0.1895, 1.1634, -0.3126], [0.2584, -0.4634, 0.0538], [-0.6099, -0.2867, 0.6222], [-0.3036, 0.0953, 0.0693], [-0.4631, -0.2833, -0.2611], [0.1194, 0.0278, -0.1602], [0.0537, -0.1461, 0.2492], [0.1676, -0.3757, 0.3386], [-0.3832, 0.1178, 0.1008], [0.7171, -0.9947, 0.6994], [0.0970, 0.5670, -0.9413], [-1.5208, 1.4769, 0.6622], [0.1350, -0.0658, 1.4555], [-0.1380, 0.3005, -0.1957], [-0.1107, 0.1480, 0.0364], [-0.1422, -0.0682, -0.3949], [-0.0946, 0.1455, -0.1734], [0.0426, -0.1242, -0.8153], [-0.0345, -0.3578, -0.0232], [0.7362, -0.3017, -0.7770], [-1.3308, 2.3608, 0.8399], [0.2913, -0.5785, -0.3672], [-0.1147, -1.6436, 0.8105], [-0.0973, -0.0535, -0.0962], [-0.1970, -0.4008, 0.1590], [0.3419, 0.0999, 0.3381], [0.0484, -0.1014, -0.0873], [0.2483, 0.2037, -0.5583], [0.0180, 0.4171, -0.2829], [0.6788, -0.2090, -0.4917], [1.5710, -0.2852, 0.4427], [3.1712, -3.6979, 4.3612], [-0.8927, -0.1933, -0.2850], [-0.6490, -0.1314, 0.1462], [-0.1194, 0.0893, 0.5238], [-0.3291, -0.0870, 0.1608], [0.1118, -0.3028, 0.0297], [-0.0338, 0.0218, 0.0037], [0.1027, 0.4144, 0.1985], [0.1064, 0.5729, 0.0211], [0.7347, -0.2368, -1.5193], [-0.9103, -0.7977, 1.1904], [-0.7394, 1.0608, -1.2820], [-0.1888, -0.3460, 0.4222], [-0.1345, 0.3845, 0.3338], [0.1469, -0.3053, 0.0253], [0.9718, 0.0592, 0.4713], [-0.3744, 0.0895, -0.0391], [-0.2429, -0.9044, 1.0525], [0.1485, -0.4037, 0.1657], [0.0656, -0.0840, -0.0854], [0.3381, -1.3214, 0.8638], [0.3478, 0.7599, 0.1291], [0.0392, -0.1323, -0.3017], [0.1027, 0.4061, -0.3603], [-0.1766, -0.0987, -0.0314], [-0.0577, 0.1815, -0.0642], [-0.0330, -0.4048, 0.1823], [-0.3954, -0.0117, 0.1689], [-0.5668, 0.2369, 0.0093], [-0.4260, 0.6287, 0.7531], [0.3435, -0.4340, -0.2015], [0.0137, -0.1511, -0.6879], [0.4929, -0.0147, -0.1819], [-0.0164, 0.1561, -0.2108], [0.1619, -0.3388, 0.0559], [-0.0034, -0.3114, 0.1324], [-0.0544, 0.0759, 0.3860], [-0.0021, 0.0206, 0.0282], [-2.0949, 1.6174, -1.1585], [0.8373, -0.4669, -0.8401], [-1.1061, 0.4250, 0.7063], [-0.0961, -0.1832, -0.3345], [-1.3363, 1.0924, -1.9590], [-0.4853, 0.7108, -0.7671], [-0.3798, 0.2275, -0.4171], [0.0101, -0.1577, -0.1868], [0.5609, 0.0831, 0.2905], [-0.0725, 0.5051, 0.4933], [-0.5593, 0.9093, -0.0418], [0.4891, -1.7752, 0.0974], [-0.6083, 1.0051, 0.1197], [-0.6104, 0.2912, 0.1694], [0.1121, -0.1474, -0.2773], [-0.0053, -0.3775, 0.0184], [0.3398, -0.0490, -0.0778], [0.0238, 0.1902, -0.0287], [0.3487, 0.1248, 0.0286], [0.2712, 0.2519, 0.0647]],
  "mulliken_charge": [0.991, 1.933, 0.337, 0.062, 0.220, -0.539, 1.131, 0.894, -0.030, -1.425, -0.331, -2.288, 0.881, -1.493, -0.633, 0.238, 0.285, -0.511, -0.959, 0.280, 0.363, -0.668, -0.705, -0.483, 0.454, 0.488, -0.741, 0.017, -1.250, 0.839, 0.883, -0.142, 0.387, -0.544, -0.446, 0.249, 0.237, 0.409, 0.181, 0.107, -0.948, -0.756, 2.204, -0.337, -0.365, 0.428, -0.583, -0.359, 0.343, -0.688, 0.354, -0.953, 0.189, 0.395, -1.280, 1.194, 0.214, -0.469, 0.513, -0.597, -0.476, 0.394, 0.418, -0.012, -0.226, 0.342, -0.078, -1.060, 0.798, 0.110, -1.240, 0.245, 0.323, 0.401, 0.287, 0.467, 0.380, -0.146, 0.557, -0.706, 0.057, -0.270, 0.506, -0.017, -0.212, -0.378, 0.565, 0.378, 0.187, -0.552, -0.866, -0.129, 0.274, -0.357, 0.292, 0.358, 0.259, 0.968, 0.072, -0.010, -0.715, -1.068, -0.429, 0.840, -0.146, 0.399, 0.423, -1.006, 0.204, 0.635, -0.359, 0.238, 0.362, 0.399, 0.348, -0.341, 0.485, -0.099, 0.434, -0.701, -0.365, 0.028, -0.331, 0.447, 0.460, 0.435, -0.368, 0.593, 0.169, -0.673, -0.986, 0.672, -0.453, -0.420, 0.477, 0.167, 0.405, -0.803, 0.341, -0.709, -0.707, 0.071, 0.479, 0.307, 0.528, -0.009, 0.257]
}